1.
Molecular formula: C47H57GeIN7O3Ti
Method: DFT, ωB97M-V/def2-TZVPD

Properties
F_max: 0.68 eV/Å
net charge: +2
HOMO-LUMO gap (alpha / beta): 6.667 / 6.562 eV
spin multiplicity: 2
energy relative to the best compared isomer or geometry (same formula, charge and spin): 10.7 kcal/mol

Element x y z (Å)
Ti -0.6452 0.3343 -0.6372
C 0.0252 -2.2279 -4.2657
C -0.0360 -1.2034 -3.1812
N -0.7620 -1.2717 -2.1333
C -1.6441 -2.3922 -1.8092
C -2.6473 -1.9513 -0.7459
N -1.9184 -1.2421 0.3145
C -2.7250 -0.7050 1.4301
C -3.1395 0.7221 1.1325
N -1.9475 1.5009 0.7424
C -1.2173 2.2067 1.8176
C 0.2562 2.3658 1.4102
N 0.4023 2.1028 -0.0169
C 1.3696 2.5514 -0.7179
C 2.3857 3.5311 -0.2458
C 1.5186 1.8752 -2.0370
C 2.4593 2.1971 -3.0073
C 2.5780 1.3803 -4.1180
C 1.7738 0.2532 -4.2354
C 0.8496 -0.0015 -3.2388
N 0.7271 0.8084 -2.1797
H 0.8756 -2.8920 -4.0868
H 0.1665 -1.7677 -5.2414
H -0.8697 -2.8440 -4.2972
H -1.0216 -3.2023 -1.4157
H -2.1707 -2.7841 -2.6817
H -3.1815 -2.8255 -0.3633
H -3.3830 -1.2679 -1.1747
H -1.2096 -1.8601 0.7075
H -2.0879 -0.7224 2.3124
H -3.5975 -1.3305 1.6382
H -3.6506 1.1625 1.9917
H -3.8317 0.7479 0.2891
H -2.2328 2.1886 0.0514
H -1.2833 1.6325 2.7415
H -1.6844 3.1775 1.9978
H 0.8690 1.6041 1.9050
H 0.6423 3.3410 1.7076
H 3.1324 2.9812 0.3345
H 1.9405 4.2856 0.4000
H 2.8870 4.0370 -1.0659
H 3.1028 3.0561 -2.8925
H 3.3073 1.6077 -4.8835
H 1.8820 -0.4096 -5.0813
O -2.2667 1.0641 -1.8989
C -3.1946 1.3388 -2.6859
C -3.9961 2.5983 -2.5215
C -5.4816 2.3499 -2.2147
C -6.3271 2.0445 -3.4473
C -5.9573 0.7564 -4.1745
C -4.5298 0.7286 -4.7052
N -3.5177 0.4997 -3.6670
H -3.9008 3.1906 -3.4378
H -3.5175 3.1693 -1.7272
H -5.8735 3.2468 -1.7343
H -5.5791 1.5411 -1.4820
H -6.2436 2.8839 -4.1454
H -7.3762 1.9960 -3.1529
H -6.6279 0.6279 -5.0258
H -6.1099 -0.1094 -3.5231
H -4.2940 1.6549 -5.2369
H -4.4145 -0.0856 -5.4182
H -2.9173 -0.3051 -3.7586
O 2.6887 0.3183 0.4119
C 2.0084 -0.6803 0.2612
O 0.6872 -0.6656 0.3338
C 2.5951 -2.0419 -0.0428
C 2.1179 -3.1399 0.9230
Ge 2.6061 -2.8313 2.8187
C 2.1857 -4.4416 3.8211
C 2.3414 -4.4500 5.2086
C 2.0287 -5.5783 5.9515
C 1.5488 -6.7163 5.3164
C 1.3848 -6.7226 3.9396
C 1.7019 -5.5906 3.1988
C 4.4981 -2.4007 2.9459
C 5.3554 -3.2952 3.5872
C 6.7166 -3.0375 3.6751
C 7.2412 -1.8801 3.1202
C 6.4027 -0.9846 2.4713
C 5.0420 -1.2429 2.3824
C 1.4492 -1.4152 3.5417
C 0.1795 -1.7794 3.9942
C -0.6620 -0.8532 4.5973
C -0.2509 0.4673 4.7414
C 1.0072 0.8458 4.2925
C 1.8512 -0.0914 3.7061
H 3.6800 -1.9487 -0.0285
H 2.2985 -2.2911 -1.0699
H 2.5585 -4.0934 0.6260
H 1.0318 -3.2516 0.8572
H 2.7147 -3.5679 5.7188
H 2.1608 -5.5721 7.0256
H 1.3073 -7.5981 5.8951
H 1.0169 -7.6107 3.4421
H 1.5785 -5.6179 2.1214
H 4.9602 -4.2032 4.0278
H 7.3666 -3.7410 4.1787
H 8.3017 -1.6771 3.1910
H 6.8103 -0.0825 2.0327
H 4.4089 -0.5375 1.8556
H -0.1339 -2.8188 3.9359
H -1.6168 -1.1703 5.0018
H -0.8864 1.1832 5.2504
H 1.3521 1.8625 4.4415
H 2.8440 0.2152 3.4001
I -0.9290 3.0495 -4.9483
C -0.8383 4.5978 -3.5226
C -0.8236 5.9100 -3.9749
C -0.7659 6.9110 -3.0196
C -0.7252 6.5615 -1.6768
C -0.7415 5.2183 -1.3493
N -0.7982 4.2370 -2.2570
H -0.8556 6.1361 -5.0306
H -0.7530 7.9497 -3.3218
H -0.6819 7.3139 -0.9021
H -0.7056 4.9029 -0.3109


2.
Molecular formula: C47H57GeN2O2PtSi3
Method: DFT, ωB97M-V/def2-TZVPD

Properties
F_max: 2.87 eV/Å
net charge: +1
HOMO-LUMO gap (alpha / beta): 6.726 / 5.550 eV
spin multiplicity: 5

Element x y z (Å)
Pt 0.4314 -1.2569 -0.1602
C 2.7849 -2.1891 -3.3287
Si 2.6048 -3.0781 -1.6796
C 1.1028 -4.2617 -1.9175
C 4.1561 -4.0118 -1.4715
C 2.3160 -1.9045 -0.2952
Si 2.9146 -0.0594 -0.3800
C 1.8144 1.1976 -1.3312
C 4.5359 -0.2228 -1.2680
C 3.1385 0.7493 1.3500
Si 2.7307 -2.6676 1.3950
C 4.4461 -2.4471 2.0727
C 2.1845 -4.4809 1.5333
C 1.4906 -1.8260 2.5979
C 1.5445 -1.8109 3.9776
C 0.5013 -1.3260 4.7289
C -0.6026 -0.7601 4.0899
C -0.5820 -0.7190 2.7119
N 0.4629 -1.2145 2.0015
H 2.4458 -2.8773 -4.0836
H 3.8413 -1.9955 -3.4652
H 2.2814 -1.2195 -3.4299
H 1.1031 -4.5554 -2.9821
H 0.1430 -3.8146 -1.7622
H 1.1496 -5.1775 -1.3588
H 4.0728 -4.9203 -2.1373
H 4.3785 -4.2981 -0.4315
H 4.9847 -3.4013 -1.8286
H 1.7699 0.9217 -2.3969
H 2.4801 2.0932 -1.3727
H -0.2726 1.6994 -1.9233
H 4.2997 -0.6014 -2.2566
H 5.2001 -0.8859 -0.7507
H 4.9571 0.8049 -1.4713
H 2.2996 0.9366 2.0276
H 3.5773 1.7605 1.2281
H 3.8649 0.2096 1.9209
H 4.9967 -3.3628 2.2686
H 4.3693 -1.9988 3.0826
H 5.1201 -1.8128 1.5077
H 2.6634 -5.0827 0.8277
H 1.1159 -4.6618 1.4705
H 2.4764 -4.7641 2.5679
H 2.3475 -2.2720 4.5301
H 0.5647 -1.3095 5.8006
H -1.4340 -0.2802 4.6508
H -1.3226 -0.1882 2.1552
C 0.3691 1.6218 -0.9764
Ge -0.0779 3.1925 0.1151
C -1.6223 4.1015 -0.5867
C -1.6094 5.5015 -0.6072
C -2.7809 6.1728 -0.9144
C -3.9670 5.5151 -1.1986
C -3.9686 4.1458 -1.2592
C -2.8260 3.4598 -0.8947
C -0.4118 3.0415 1.9982
C 0.6564 2.7958 2.8254
C 0.5527 2.9001 4.2178
C -0.7102 3.1421 4.7477
C -1.8089 3.3558 3.9272
C -1.6559 3.3086 2.5621
C 1.3278 4.4916 -0.2029
C 1.9831 5.2176 0.7655
C 2.9593 6.1494 0.3253
C 3.2149 6.3328 -1.0500
C 2.5259 5.5751 -1.9838
C 1.5567 4.7082 -1.5460
H -0.1374 0.8324 -0.3877
H -0.6651 6.0083 -0.3515
H -2.7281 7.2311 -0.8581
H -4.7897 6.1449 -1.4490
H -4.8495 3.6169 -1.4517
H -2.8582 2.3944 -0.9056
H 1.6375 2.6555 2.4036
H 1.3936 2.8415 4.8509
H -0.8521 3.1392 5.7986
H -2.7934 3.6241 4.3203
H -2.4983 3.5148 1.8791
H 1.8446 5.0085 1.8490
H 3.5717 6.6801 0.9934
H 4.0277 7.0418 -1.3320
H 2.7341 5.6595 -3.0420
H 1.0222 4.1419 -2.3221
C -5.0978 -3.5913 -2.2612
O -3.6971 -3.4703 -1.8838
C -3.0185 -2.5736 -2.5609
C -1.9723 -2.9992 -3.3326
C -1.3162 -2.1980 -4.2473
C -1.7517 -0.9074 -4.3097
C -2.6514 -0.3879 -3.4355
C -3.2760 -1.2207 -2.5461
N -4.2370 -0.7183 -1.6408
C -4.6362 -1.2117 -0.4694
C -3.8657 -1.9385 0.4927
C -4.6102 -2.6204 1.4734
C -4.0104 -3.6429 2.1997
C -2.6674 -4.1599 1.8906
C -1.8662 -3.4245 1.0476
C -2.4008 -2.1957 0.4160
O -1.7021 -1.3824 -0.2731
H -5.4370 -4.5934 -2.0194
H -5.3519 -3.3928 -3.2987
H -5.5718 -2.7920 -1.6622
H -1.7347 -4.0391 -3.2449
H -0.5493 -2.7020 -4.8334
H -1.3163 -0.2017 -5.0075
H -2.7976 0.6864 -3.4727
H -4.5964 0.1726 -1.9153
H -5.6586 -0.9219 -0.0710
H -5.7066 -2.5403 1.4982
H -4.6635 -4.1157 2.9207
H -2.2502 -5.0657 2.2827
H -0.8049 -3.7728 0.9892


3.
Molecular formula: C47H58IN5O7PSSiY
Method: DFT, ωB97M-V/def2-TZVPD

Properties
F_max: 0.73 eV/Å
net charge: -2
HOMO-LUMO gap: 6.840 eV
spin multiplicity: 1
energy relative to the best compared isomer or geometry (same formula, charge and spin): 9.8 kcal/mol

Element x y z (Å)
Y -0.5998 0.5066 0.1511
O -0.9789 0.8517 -2.0087
C -1.2086 -0.0549 -2.9091
C -0.4901 -0.0435 -4.1252
C -0.7104 -0.9984 -5.0935
C -1.6625 -2.0053 -4.9134
C -2.3832 -2.0269 -3.7356
C -2.1759 -1.0814 -2.7270
C -3.0138 -1.1495 -1.5400
N -2.8379 -0.4376 -0.4936
N -3.8619 -0.5374 0.4555
C -3.3992 -0.1530 1.6138
O -2.1913 0.1685 1.8830
C -4.3830 -0.1041 2.7471
C -3.9816 0.4371 3.9624
C -4.8501 0.4501 5.0460
C -6.1282 -0.0744 4.9192
C -6.5383 -0.6033 3.6996
C -5.6720 -0.6174 2.6184
H 0.2631 0.7273 -4.2376
H -0.1213 -0.9698 -6.0048
H -1.8233 -2.7596 -5.6731
H -3.1284 -2.7993 -3.5680
H -3.8450 -1.8583 -1.5718
H -2.9795 0.8361 4.0408
H -4.5205 0.8638 5.9917
H -6.8059 -0.0745 5.7653
H -7.5363 -1.0138 3.5943
H -5.9629 -1.0403 1.6658
O 1.4876 -0.0925 1.7938
H 1.4841 0.8068 2.1671
H 2.1347 -0.0203 1.0684
C -3.4439 2.4449 -1.0805
O -2.4068 2.3766 -0.1080
H -3.8327 3.4665 -1.1427
H -4.2535 1.7502 -0.8543
H -2.9882 2.1710 -2.0278
H -2.7143 2.6093 0.7754
N 0.1803 -1.6044 -0.4566
C 0.6323 -2.6361 -0.7586
N 1.0031 -3.8164 -1.1253
C 2.2431 -4.2116 -0.8929
N 3.3063 -4.6515 -0.7361
I -0.0712 2.8456 2.0705
C 2.2615 -5.9427 2.9984
C 2.6392 -4.6697 2.6038
C 1.6942 -3.6534 2.5404
C 0.3634 -3.9013 2.8666
C -0.0082 -5.1903 3.2503
C 0.9349 -6.2030 3.3223
P -0.7917 -2.4884 2.6878
C -1.0450 -1.9839 4.4335
C -1.4500 -2.8366 5.4604
C -1.5735 -2.3728 6.7603
C -1.2830 -1.0438 7.0516
C -0.8740 -0.1892 6.0406
C -0.7605 -0.6553 4.7353
C -2.3411 -3.3464 2.2440
C -2.3475 -4.0126 1.0132
C -3.5138 -4.5689 0.5182
C -4.7014 -4.4559 1.2342
C -4.7093 -3.7819 2.4437
C -3.5358 -3.2309 2.9468
H 2.9939 -6.7408 3.0203
H 3.6566 -4.4718 2.2934
H 1.9806 -2.6626 2.2058
H -1.0485 -5.4094 3.4631
H 0.6320 -7.2036 3.6094
H -1.6686 -3.8747 5.2393
H -1.8919 -3.0460 7.5478
H -1.3774 -0.6777 8.0676
H -0.6484 0.8487 6.2552
H -0.4688 0.0266 3.9438
H -1.4349 -4.0870 0.4304
H -3.4982 -5.0755 -0.4394
H -5.6183 -4.8764 0.8380
H -5.6345 -3.6624 2.9953
H -3.5666 -2.6799 3.8789
C 4.2459 -0.0628 -3.4184
C 3.8214 1.0397 -4.3835
C 3.1219 0.4229 -5.5910
C 5.0279 1.8551 -4.8467
O 2.8699 1.9208 -3.7898
Si 2.7887 2.5140 -2.2412
S 2.0860 1.1606 -0.8716
O 4.3499 2.9552 -1.9050
C 4.9150 3.6230 -0.7837
C 3.8663 4.0994 0.2163
C 5.8609 2.6270 -0.1182
C 5.6875 4.8176 -1.3395
O 1.9871 3.9398 -2.3615
C 0.7686 4.4258 -2.9046
C 0.8925 5.9475 -2.8766
C 0.5865 3.9385 -4.3384
C -0.3926 3.9657 -2.0353
H 4.9080 -0.7671 -3.9301
H 3.3733 -0.5997 -3.0457
H 4.7748 0.3490 -2.5578
H 3.8158 -0.2036 -6.1581
H 2.7430 1.2105 -6.2462
H 2.2858 -0.1968 -5.2665
H 5.7695 1.2038 -5.3189
H 5.4864 2.3610 -3.9986
H 4.7114 2.6071 -5.5740
H 3.2737 3.2674 0.5983
H 3.1790 4.8074 -0.2479
H 4.3645 4.5933 1.0550
H 5.2941 1.7556 0.2135
H 6.3628 3.0710 0.7458
H 6.6175 2.2959 -0.8333
H 5.0008 5.4853 -1.8630
H 6.4451 4.4752 -2.0482
H 6.1810 5.3759 -0.5393
H 1.7463 6.2672 -3.4781
H 1.0427 6.2838 -1.8493
H -0.0129 6.4177 -3.2692
H 1.4477 4.2132 -4.9508
H -0.3145 4.3873 -4.7667
H 0.4823 2.8543 -4.3698
H -0.2604 4.2924 -1.0028
H -0.4634 2.8775 -2.0393
H -1.3370 4.3684 -2.4160


4.
Molecular formula: C47H59BN9
Method: DFT, ωB97M-V/def2-TZVPD

Properties
F_max: 0.41 eV/Å
net charge: -1
HOMO-LUMO gap: 5.398 eV
spin multiplicity: 1

Element x y z (Å)
C 0.7953 2.2143 1.9970
C -0.4010 2.8314 2.7327
C -1.6327 2.9620 1.8337
C -2.6301 4.0240 2.2783
C -3.6898 4.3475 1.2135
C -5.1470 4.3511 1.7000
C -5.9373 3.0369 1.4929
B -5.1857 1.5975 1.7358
N -4.8755 1.4075 3.2626
H 0.4471 1.6053 1.1615
H 1.4099 1.5879 2.6466
H 1.4561 2.9883 1.6029
H -0.6530 2.2370 3.6144
H -0.1293 3.8250 3.1067
H -1.3140 3.1566 0.8041
H -2.1619 2.0058 1.8218
H -2.0912 4.9357 2.5570
H -3.1170 3.6729 3.1930
H -3.4650 5.3446 0.8160
H -3.5766 3.6430 0.3893
H -5.6650 5.1706 1.1847
H -5.1667 4.6296 2.7615
H -6.4093 3.0748 0.5005
H -6.7784 3.0587 2.2024
H -5.9659 0.7183 1.3798
H -4.1739 1.4893 1.0128
H -4.7370 2.2906 3.7410
H -4.0258 0.8743 3.4144
N 3.2855 0.4134 0.2292
C 3.8060 1.0231 -0.8322
C 3.5778 0.6146 -2.1383
C 2.7567 -0.4808 -2.3522
C 2.1909 -1.1125 -1.2575
C 2.4871 -0.6291 0.0079
H 4.4428 1.8769 -0.6263
H 4.0413 1.1400 -2.9627
H 2.5653 -0.8433 -3.3544
H 1.5437 -1.9704 -1.3774
H 2.0665 -1.1016 0.8893
N -1.8985 7.5791 2.6235
C -2.8606 8.4765 2.4344
C -3.1138 9.5220 3.3118
C -2.3264 9.6377 4.4456
C -1.3244 8.7041 4.6563
C -1.1536 7.6960 3.7180
H -3.4627 8.3448 1.5421
H -3.9138 10.2213 3.1091
H -2.4949 10.4373 5.1561
H -0.6902 8.7478 5.5316
H -0.3874 6.9397 3.8532
N -2.7255 2.5164 -1.7615
C -1.5789 2.5268 -2.4345
C -1.5002 2.6058 -3.8173
C -2.6827 2.6711 -4.5388
C -3.8825 2.6610 -3.8490
C -3.8548 2.5904 -2.4611
H -0.6759 2.4651 -1.8339
H -0.5372 2.6115 -4.3119
H -2.6670 2.7278 -5.6206
H -4.8329 2.7035 -4.3637
H -4.7782 2.5843 -1.8948
N 4.5259 -4.0355 -2.7147
C 4.9434 -3.0005 -3.4414
C 4.9438 -2.9897 -4.8280
C 4.4920 -4.1176 -5.4960
C 4.0559 -5.2013 -4.7518
C 4.0937 -5.1128 -3.3672
H 5.2815 -2.1371 -2.8785
H 5.2867 -2.1163 -5.3663
H 4.4746 -4.1486 -6.5780
H 3.6866 -6.0994 -5.2284
H 3.7625 -5.9394 -2.7468
N -0.5627 -6.1491 -3.7923
C -1.5812 -6.4229 -2.9799
C -1.6197 -6.0547 -1.6430
C -0.5393 -5.3671 -1.1143
C 0.5289 -5.0750 -1.9465
C 0.4652 -5.4835 -3.2705
H -2.4113 -6.9619 -3.4233
H -2.4796 -6.3002 -1.0350
H -0.5323 -5.0615 -0.0761
H 1.3988 -4.5422 -1.5839
H 1.2827 -5.2590 -3.9468
N 6.4311 -2.4780 2.1553
C 5.6901 -1.3722 2.1315
C 5.8706 -0.3084 3.0027
C 6.8748 -0.3975 3.9523
C 7.6551 -1.5437 3.9896
C 7.3934 -2.5501 3.0724
H 4.9129 -1.3280 1.3811
H 5.2304 0.5600 2.9253
H 7.0464 0.4103 4.6523
H 8.4500 -1.6597 4.7141
H 7.9853 -3.4607 3.0737
N 5.2245 -7.1714 -0.5529
C 5.3524 -8.1693 0.3193
C 5.8360 -8.0051 1.6081
C 6.2078 -6.7328 2.0166
C 6.0847 -5.6832 1.1216
C 5.5896 -5.9534 -0.1486
H 5.0485 -9.1502 -0.0311
H 5.9122 -8.8550 2.2733
H 6.5818 -6.5633 3.0190
H 6.3410 -4.6652 1.3900
H 5.4631 -5.1528 -0.8693
N -6.6651 0.6674 -2.2378
C -6.1021 0.2607 -1.0985
C -6.2274 -1.0366 -0.6101
C -6.9659 -1.9504 -1.3348
C -7.5640 -1.5374 -2.5207
C -7.3834 -0.2262 -2.9214
H -5.5345 0.9857 -0.5261
H -5.7538 -1.2870 0.3283
H -7.0858 -2.9684 -0.9829
H -8.1590 -2.2152 -3.1196
H -7.8381 0.1311 -3.8410


Among the records above, which one has the lowest F_max? C47H59BN9